Entry 1:
19
Properties=species:S:1:pos:R:3:forces:R:3:mulliken_charge:R:1 method="wB97M-V/def2-TZVPD" gap_ha=0.3347 total_charge=+1 e_homo_ev=-12.456 total_energy_ha=-323.6050 spin_multiplicity=1 relative_energy_kj_mol=192.5
H 2.673 -0.482 -1.718 -0.64 -0.55 -0.04 0.29
C -1.391 1.222 0.355 -0.46 0.34 1.05 -1.26
H -1.195 0.700 -2.106 -0.16 0.28 -0.55 0.26
H 1.563 -0.553 2.232 0.04 0.19 -0.18 0.23
H 2.850 0.805 -0.596 1.88 3.26 0.83 0.28
N -1.358 -0.142 -1.595 0.42 -1.53 -2.61 -0.38
H -1.742 -1.939 0.077 -0.29 -1.58 -0.57 0.23
H -1.296 -1.023 1.370 0.13 0.35 3.83 0.18
H -0.648 1.141 1.103 0.47 0.41 1.39 0.34
N 1.323 0.050 1.450 -0.34 -0.84 -0.89 -0.49
C 2.388 -0.066 -0.765 -1.18 -2.16 -0.41 -0.98
C 1.603 -0.558 0.179 0.66 1.25 0.73 0.00
H 1.779 0.925 1.508 0.70 0.90 0.49 0.21
H 1.003 -1.387 0.062 -0.59 -2.14 -0.45 0.51
N -1.351 -1.120 0.437 -0.11 0.91 -3.04 -0.33
H -1.227 2.051 -0.215 1.11 2.06 -2.01 0.47
H -2.390 1.456 0.688 -0.43 -0.64 0.78 0.34
C -1.319 -0.028 -0.313 -1.04 -2.35 0.24 0.84
H -1.265 -1.051 -2.153 -0.17 1.83 1.42 0.27

---

Entry 2:
124
Properties=species:S:1:pos:R:3:forces:R:3:mulliken_charge:R:1 method="wB97M-V/def2-TZVPD" gap_ha=0.3240 total_charge=-1 e_homo_ev=-7.288 total_energy_ha=-3664.4161 spin_multiplicity=1 relative_energy_kj_mol=89.9
H 13.595 -9.210 -27.316 0.05 -0.31 0.18 0.33
H 16.296 -5.572 -18.889 -0.07 -0.32 -0.23 -1.20
C 17.075 -13.941 -26.473 -0.33 0.06 -0.68 0.56
O 14.241 -2.492 -17.598 0.17 -0.45 -0.21 -0.59
H 19.397 -12.184 -26.207 0.05 -0.42 -0.34 0.30
C 17.477 -11.998 -25.287 0.33 -0.94 -0.33 2.18
C 18.359 -12.105 -26.540 0.41 1.52 0.44 -0.27
C 19.824 -3.415 -18.863 0.64 -0.66 0.08 -1.37
H 14.165 -7.322 -28.256 0.26 0.41 -0.16 0.33
H 14.082 -4.854 -20.796 0.16 -0.32 -0.01 0.23
O 22.069 -4.173 -19.673 0.24 0.21 0.35 -0.43
O 16.726 -13.233 -25.407 -0.43 0.22 0.95 -0.37
H 14.282 -8.306 -25.089 0.12 0.04 0.06 0.52
H 19.034 -5.291 -23.013 0.00 -0.18 -0.09 -1.37
H 19.737 -2.537 -19.500 0.06 0.18 0.23 0.38
H 15.840 -4.556 -20.893 0.07 0.14 0.16 -0.01
C 14.571 -6.850 -18.979 1.13 0.68 0.04 -0.84
H 13.518 -6.893 -18.713 -0.09 0.25 -0.27 0.38
C 16.050 -9.661 -28.759 0.09 0.13 0.28 0.65
C 14.644 -9.022 -27.066 0.56 -0.07 -0.03 0.35
C 18.458 -12.014 -18.194 1.80 1.82 -0.29 0.67
H 22.553 -6.889 -18.960 -0.21 -0.03 -0.14 0.13
H 18.812 -11.007 -16.305 -0.15 0.03 -0.01 0.54
H 17.117 -4.805 -25.286 0.19 0.20 0.14 0.37
O 22.048 -11.756 -21.039 -0.37 0.48 0.55 -0.57
H 17.591 -11.499 -23.247 -0.15 -0.67 0.29 -0.53
O 17.983 -8.344 -19.830 -0.45 0.26 -0.07 0.45
H 16.107 -10.130 -19.270 -0.18 0.31 -0.48 0.05
H 16.583 -6.315 -14.833 0.47 0.02 -0.18 0.44
C 18.935 -5.278 -24.098 -0.08 0.20 0.02 2.37
H 18.534 -12.977 -23.645 0.25 0.07 -0.01 0.42
H 14.808 -7.260 -19.963 -0.38 -0.12 -0.07 0.23
C 14.561 -3.404 -18.305 -0.23 0.71 0.49 0.53
C 18.929 -10.822 -17.373 -0.54 0.49 0.02 -0.98
H 20.633 -3.835 -24.331 0.13 -0.90 0.20 0.31
O 21.583 -9.662 -21.614 -0.44 0.58 -0.02 -0.35
C 21.528 -8.756 -19.436 0.89 0.69 -0.72 2.47
O 14.819 -11.382 -22.377 -0.06 0.19 -0.38 -0.17
O 19.527 -6.463 -24.623 0.44 -0.91 0.14 -0.43
O 20.648 -8.340 -16.019 -0.19 0.35 0.34 -0.52
H 18.574 -8.943 -22.683 0.05 0.13 0.07 0.32
O 18.420 -8.120 -15.798 -0.40 -0.52 0.18 -0.43
O 20.444 -14.606 -19.240 -0.43 0.22 0.17 -0.60
H 22.273 -7.739 -21.240 0.12 -0.21 -0.11 0.17
O 19.456 -13.024 -18.010 -1.14 -0.31 1.99 -0.43
C 19.634 -4.087 -24.693 0.02 1.46 0.03 -1.76
C 20.189 -4.938 -20.826 0.34 0.36 0.56 0.30
C 18.522 -11.799 -19.715 -0.68 -0.95 0.03 2.27
C 19.756 -13.636 -19.128 0.78 -0.18 -2.02 0.60
H 16.790 -5.270 -23.614 -0.05 -0.68 0.09 0.02
O 15.765 -8.364 -29.001 0.22 0.53 -0.29 -0.38
H 19.638 -5.863 -20.655 0.03 -0.14 -0.83 -0.40
C 14.980 -4.592 -20.229 -1.07 0.21 0.58 0.21
C 18.594 -7.352 -25.018 0.57 0.56 -0.14 0.56
H 18.852 -3.902 -18.755 -0.15 0.19 -0.20 0.08
C 21.465 -8.412 -20.949 -0.35 0.45 0.50 0.59
H 17.503 -11.947 -20.075 0.11 0.59 -0.45 -1.11
O 16.751 -10.338 -29.429 0.14 -0.17 -0.37 -0.52
O 16.656 -15.023 -26.753 0.08 0.02 0.09 -0.61
H 19.962 -10.508 -17.516 0.12 -0.54 -0.35 0.27
H 20.521 -7.930 -21.211 -0.04 -0.19 -0.08 -0.44
O 15.036 -12.368 -20.404 -0.32 0.19 0.50 -0.43
C 22.610 -7.955 -18.725 -0.14 0.09 0.44 -1.60
H 19.701 -4.111 -25.782 -0.24 -0.20 0.00 0.45
C 17.423 -7.407 -16.535 -0.31 1.04 -0.14 2.31
C 19.646 -7.707 -16.159 0.31 -0.52 -0.19 0.39
O 21.384 -5.055 -21.605 -0.17 -0.37 0.17 -0.45
H 13.166 -10.371 -21.747 0.15 0.44 -0.14 0.42
C 14.216 -10.471 -21.475 0.31 -0.10 0.54 -0.10
C 21.820 -10.626 -20.713 1.10 -1.26 -0.89 0.45
H 15.135 -7.475 -18.288 -0.16 0.02 0.14 -0.28
C 16.271 -6.963 -15.658 -0.15 -0.37 1.18 -1.63
C 14.334 -11.158 -20.093 0.04 0.46 -0.26 0.40
C 15.214 -5.446 -18.984 1.01 -1.57 -0.48 2.24
H 15.177 -11.016 -18.136 -0.28 -0.02 0.03 0.44
C 22.436 -4.571 -20.896 0.19 0.22 -1.06 0.49
H 18.183 -6.150 -18.146 -0.23 -0.09 0.02 -0.89
H 19.116 -3.161 -24.408 -0.43 -0.21 -0.20 0.40
H 18.277 -11.202 -27.144 -0.03 -0.18 -0.21 0.25
H 16.823 -8.637 -22.749 0.20 -0.23 -0.33 0.01
H 18.343 -9.946 -17.665 -0.22 -0.08 0.15 -0.21
H 14.522 -9.495 -18.718 -0.02 0.05 -0.14 0.46
O 17.910 -13.226 -27.261 0.32 -0.37 0.09 -0.38
C 17.652 -8.942 -22.101 -0.99 0.05 -0.28 0.58
O 14.858 -4.643 -17.879 -0.73 0.28 0.32 -0.48
O 19.243 -12.936 -20.183 0.24 -0.47 0.14 -0.51
H 15.820 -7.813 -15.140 -0.12 -0.13 -0.31 0.39
C 15.277 -12.459 -21.725 0.41 -0.93 -0.24 0.60
H 17.431 -12.253 -17.918 0.24 -0.84 0.32 0.25
O 19.578 -6.504 -16.748 0.16 0.35 0.11 -0.34
H 14.802 -9.549 -21.495 -0.38 0.15 -0.14 -0.23
O 23.528 -4.461 -21.353 0.13 -0.12 0.19 -0.59
H 23.612 -8.280 -19.007 -0.08 -0.16 -0.13 0.46
O 18.778 -8.461 -25.409 0.15 -0.04 0.11 -0.52
C 20.722 -4.496 -19.471 -2.37 -0.17 0.89 1.12
O 14.674 -3.318 -19.633 0.35 0.48 -0.68 -0.39
H 15.942 -8.879 -25.328 0.03 0.08 -0.18 -0.22
H 14.613 -10.023 -25.136 -0.05 -0.12 -0.26 0.39
H 17.862 -5.273 -16.637 0.43 0.03 0.29 0.62
H 16.786 -11.158 -25.328 -0.09 -0.14 -0.15 -1.19
C 18.242 -11.986 -23.975 -0.81 1.32 0.10 -0.90
C 18.217 -6.216 -17.055 -0.12 0.43 -1.07 0.48
C 14.899 -9.068 -25.577 -0.46 0.71 0.27 -0.95
H 20.151 -3.226 -17.840 0.07 0.53 -0.13 0.43
C 15.072 -10.382 -19.022 0.34 -0.60 0.45 -1.21
H 15.702 -7.077 -27.351 0.20 -0.09 -0.11 0.07
H 17.091 -7.984 -17.401 0.10 -0.38 0.21 -1.05
H 19.038 -11.236 -24.010 0.46 -0.50 -0.34 0.51
C 17.670 -7.921 -20.981 1.39 0.06 0.69 -0.52
H 20.562 -8.619 -18.951 -0.08 -0.30 -0.06 -1.10
O 17.402 -6.761 -24.999 -1.66 -0.59 0.34 -0.18
H 22.499 -8.028 -17.642 0.07 -0.14 -0.04 0.27
H 15.483 -6.390 -16.144 0.14 -0.21 -0.50 0.26
O 15.453 -10.056 -27.631 -0.19 -0.62 -0.01 -0.30
O 15.826 -13.382 -22.236 -0.13 0.26 0.11 -0.49
O 21.905 -10.143 -19.471 -0.59 0.07 0.64 -0.45
H 13.320 -11.380 -19.756 0.14 -0.39 0.18 0.37
C 17.439 -5.457 -24.467 0.83 1.07 -0.63 -0.19
C 15.084 -7.786 -27.901 -0.90 -0.54 0.73 -0.23
H 17.467 -9.959 -21.756 0.09 0.05 0.16 -0.87
H 20.572 -5.335 -18.783 0.93 -0.11 0.03 -0.10
H 18.989 -10.881 -20.066 -0.09 0.08 0.16 -1.07
O 17.512 -6.712 -21.304 -0.40 0.02 0.07 -0.87
H 19.540 -4.176 -21.263 0.02 -0.10 -0.14 0.53

---

Entry 3:
10
Properties=species:S:1:pos:R:3:forces:R:3:mulliken_charge:R:1 method="wB97M-V/def2-TZVPD" gap_ha=0.3585 e_homo_ev=-9.337 total_energy_ha=-342.3365 spin_multiplicity=1 relative_energy_kj_mol=313.7 smiles="O=C1CC1(O)O"
H 0.900 -1.202 1.119 -1.20 -1.99 1.76 0.31
C -0.854 0.356 0.499 -1.74 1.17 0.25 -0.71
H -0.883 0.157 1.559 -0.19 -0.27 0.25 0.25
C 0.416 0.068 -0.205 2.50 -0.61 -1.37 0.60
O -1.269 -1.683 -1.039 -0.13 0.54 0.01 -0.49
O 1.393 -0.617 0.615 0.69 2.70 -2.66 -0.50
H -1.409 1.255 0.232 0.17 0.00 -0.06 0.27
H 1.549 1.531 -1.002 0.63 0.76 0.99 0.32
O 0.949 0.842 -1.235 -1.07 -1.41 0.15 -0.48
C -0.791 -0.706 -0.542 0.33 -0.89 0.67 0.43

---

Entry 4:
76
Properties=species:S:1:pos:R:3:forces:R:3:mulliken_charge:R:1 method="wB97M-V/def2-TZVPD" gap_ha=0.3706 total_charge=+1 e_homo_ev=-12.252 total_energy_ha=-1637.5842 spin_multiplicity=1
H -3.005 4.587 2.010 0.74 0.65 0.03 0.21
H -2.464 5.496 -0.504 -0.19 0.67 0.59 0.29
N -0.273 -3.154 -5.307 -1.48 0.03 0.80 -0.43
H 2.505 -0.520 -2.717 -0.26 -0.76 0.55 0.50
H 2.296 -1.582 -1.182 -0.05 0.32 -0.94 -0.48
C 4.324 -1.897 0.702 0.20 -0.51 -0.25 -0.33
H -0.443 1.732 -5.347 0.29 0.58 0.64 0.38
C -0.207 1.902 -3.092 0.62 0.47 -1.65 0.72
H 1.383 -1.994 -2.708 0.83 0.71 0.40 0.34
H 0.958 0.471 -0.926 -0.61 -0.10 -0.79 -1.21
C 1.824 -1.152 -2.101 -1.52 0.41 0.27 -1.13
C -0.416 -1.288 -0.948 0.35 0.49 -2.12 -0.84
O -1.394 -0.687 -0.099 1.46 -0.28 0.32 -0.48
H -3.728 6.305 0.505 1.02 -0.05 -0.11 0.32
C -1.036 4.218 1.114 -0.73 1.36 0.30 -0.56
H -2.782 -4.148 -3.616 0.03 0.03 -0.05 0.27
C -1.332 -3.191 -4.831 0.72 -0.02 -0.37 0.42
H -2.866 -2.373 -3.615 0.01 -0.03 -0.05 0.22
C -2.692 -3.254 -4.233 0.65 0.03 -0.28 -0.75
C 0.714 2.785 -2.173 -0.97 0.68 -0.11 -0.85
C 1.150 1.065 1.677 -0.15 2.17 -3.44 -1.47
C -2.630 6.096 0.428 -0.11 -0.24 0.48 -1.01
C 3.939 -3.240 -0.046 -0.14 0.62 0.74 -1.05
H -1.523 -3.414 1.164 0.05 0.87 0.86 0.19
H -1.807 -0.244 1.786 0.80 -0.06 -0.64 0.60
H -1.289 2.174 -2.975 0.97 -0.20 0.35 0.34
H -2.140 2.211 2.206 0.72 0.13 0.43 0.33
N 1.466 -0.407 1.653 0.30 -0.40 2.01 1.43
H -0.178 -4.614 3.370 -0.73 0.51 -0.32 0.32
C -1.033 2.206 2.361 0.34 -0.49 -1.09 -0.61
C -1.965 -3.916 4.528 0.31 -0.36 0.43 -1.03
H 3.248 0.317 2.679 -1.02 -0.61 -0.36 0.48
H -2.467 -2.915 4.543 0.45 -0.80 -0.10 0.33
H 2.834 -3.382 0.084 0.95 -0.04 -0.42 0.26
C -0.384 1.291 1.256 1.43 -1.88 0.19 1.86
H -2.075 7.068 0.355 -0.48 -0.97 0.02 0.27
H -0.038 -0.712 3.031 0.12 -0.17 -0.86 0.53
H -1.673 5.805 2.474 -0.76 -0.42 -0.58 0.35
H 1.511 1.671 2.545 -0.59 -1.29 -0.21 0.62
H -0.991 -1.769 -1.791 0.44 0.34 0.98 0.41
C 0.150 -1.068 1.971 -1.48 0.63 1.15 -0.99
H 0.185 -2.114 -0.487 -0.60 0.74 0.19 0.34
C 0.558 -0.253 -1.678 1.06 -1.88 0.04 2.61
H -0.196 4.769 0.610 -0.86 -0.42 0.41 0.34
H 1.778 1.465 0.833 -0.42 -0.17 0.78 0.29
H 2.124 -0.580 3.739 0.06 -0.29 -1.06 0.28
C -1.209 -2.993 2.160 -0.50 -2.07 0.24 -0.24
H 0.847 3.775 -2.695 -0.01 -0.95 0.58 0.59
C -0.022 0.345 -3.004 -0.78 0.09 0.33 -1.08
C 2.544 -0.558 2.703 2.18 -0.69 0.05 -0.50
H 4.440 -4.085 0.492 -0.39 0.66 -0.64 0.38
H 0.604 0.010 -3.876 -0.43 0.30 0.95 0.55
C -1.205 -4.222 3.171 -0.82 0.12 0.04 -0.46
H 1.231 2.043 -4.794 -1.00 0.26 0.26 0.38
H 3.980 -0.972 0.176 0.16 -0.72 0.45 0.26
H 1.807 -0.818 0.771 0.01 0.71 0.01 -0.69
S 3.621 -2.050 2.425 -0.61 0.50 0.06 -0.08
H 0.165 3.046 -1.222 0.90 -0.43 -0.68 -0.10
H -0.469 1.666 0.209 0.15 0.21 1.09 -0.78
H -1.781 -5.053 2.675 0.73 0.80 0.33 0.32
H 4.237 -3.215 -1.123 -0.24 -0.07 0.91 0.31
H -2.756 -4.687 4.720 0.67 0.73 -0.23 0.29
O 0.122 -2.465 1.974 0.54 1.44 -0.36 -0.27
H -3.441 -3.289 -5.023 0.07 0.01 0.02 0.32
C -0.885 -0.223 1.131 -2.28 0.57 2.22 -0.70
H 1.734 2.374 -1.982 -0.86 0.15 -0.10 0.12
H -1.031 -0.133 -3.173 0.95 0.50 0.09 -0.01
H -1.273 -3.972 5.414 -0.63 0.20 -0.90 0.27
H 0.066 3.408 -4.766 -0.21 -0.87 0.09 0.40
C -2.152 5.217 1.653 0.88 -0.39 -1.15 -0.32
H -1.552 3.562 0.365 0.69 0.21 0.59 0.35
C 0.151 2.308 -4.595 0.54 -0.42 0.28 -1.64
H -1.935 -2.253 2.570 0.69 -0.31 -0.64 0.26
H 5.434 -1.832 0.806 -0.92 0.12 -0.03 0.43
O -0.452 3.511 2.223 -0.74 -1.20 -0.34 -0.37
H -0.739 1.789 3.358 -0.52 0.52 -0.68 0.38